Version i
10
Properties=species:S:1:pos:R:3:mulliken_charge:R:1 method="wB97M-V/def2-TZVPD" spin_multiplicity=1 smiles="[NH2+]=C[C@H]1C=N1" charge=+1 molar_mass_g_mol=69.09
N -1.13 0.78 0.65 -0.3110
C -0.76 -0.35 0.15 0.1514
C 0.48 -0.79 -0.06 -0.1994
C 1.38 0.33 -0.67 -0.0549
N 1.89 -0.18 0.31 -0.2159
H -2.17 0.88 0.81 0.3056
H -0.44 1.31 1.08 0.2420
H -1.51 -1.02 -0.22 0.3771
H 0.75 -1.80 -0.43 0.3915
H 1.51 0.85 -1.63 0.3136


Version ii
10
Properties=species:S:1:pos:R:3:mulliken_charge:R:1 method="wB97M-V/def2-TZVPD" spin_multiplicity=1 smiles="C=CC[N+]#N" charge=+1 molar_mass_g_mol=69.09
C 1.62 0.59 0.10 -0.6671
C 0.70 -0.09 -0.53 -0.0191
C -0.74 -0.51 0.23 -0.3310
N -2.01 -0.10 0.08 0.5536
N -3.05 0.24 -0.11 -0.1493
H 2.54 0.78 -0.43 0.2774
H 1.36 1.22 0.91 0.2887
H 0.74 -0.51 -1.45 0.3968
H -0.87 -1.51 -0.06 0.3006
H -0.30 -0.11 1.25 0.3494


Version iii
10
Properties=species:S:1:pos:R:3:mulliken_charge:R:1 method="wB97M-V/def2-TZVPD" spin_multiplicity=1 charge=+1 molar_mass_g_mol=69.09
C -0.33 0.01 0.74 0.1736
C -0.72 -0.69 -0.43 -0.2504
N -0.51 0.04 -1.53 -0.4410
C 1.05 0.68 0.50 -0.2744
N 0.96 -0.53 1.25 0.0171
H -1.05 0.45 1.47 0.4133
H -1.23 -1.67 -0.46 0.4062
H -1.10 -0.44 -2.22 0.3112
H 1.31 1.64 1.05 0.3414
H 1.62 0.51 -0.38 0.3030


Version iv
10
Properties=species:S:1:pos:R:3:mulliken_charge:R:1 method="wB97M-V/def2-TZVPD" spin_multiplicity=1 charge=+1 molar_mass_g_mol=69.09
C -1.07 -1.13 0.14 -0.3666
C -0.80 0.09 -0.47 0.1115
C -0.04 1.10 0.11 -0.2782
N 3.00 -0.50 0.04 -0.2501
N 2.05 0.02 0.11 0.2710
H -1.81 -1.95 -0.35 0.2904
H -0.49 -1.32 1.07 0.2839
H -1.08 0.51 -1.42 0.3232
H 0.33 1.94 -0.41 0.3091
H -0.09 1.25 1.18 0.3057


Best to worst by energy: version iv, version i, version ii, version iii.


Version i
10
Properties=species:S:1:pos:R:3:mulliken_charge:R:1 method="wB97M-V/def2-TZVPD" spin_multiplicity=1 smiles="C1=NC=[NH+]C1" charge=+1 molar_mass_g_mol=69.09
C -0.70 1.23 -0.03 0.1014
N -1.69 0.44 0.06 -0.3466
C -1.28 -0.89 -0.06 -0.0005
N 0.02 -1.00 0.08 -0.0864
C 0.59 0.44 0.02 -0.3037
H -0.79 2.40 -0.06 0.3433
H -2.05 -1.70 -0.27 0.3597
H 0.75 -1.67 -0.09 0.2798
H 1.10 0.52 -0.95 0.3205
H 1.39 0.44 0.84 0.3326


Version ii
10
Properties=species:S:1:pos:R:3:mulliken_charge:R:1 method="wB97M-V/def2-TZVPD" spin_multiplicity=1 charge=+1 molar_mass_g_mol=69.09
C -0.37 -0.13 2.60 0.1298
C -0.46 -0.06 1.38 -0.3404
C -0.39 -0.16 0.06 0.3529
N -0.84 -0.94 -0.83 -0.2592
N 0.79 1.27 -0.65 -0.4885
H -0.38 0.08 3.65 0.4366
H -1.71 -1.53 -0.79 0.3315
H -0.75 -0.78 -1.82 0.2752
H 1.33 1.12 0.22 0.2959
H 1.14 0.79 -1.46 0.2662


Best to worst by energy: version i, version ii.


Version i
42
Properties=species:S:1:pos:R:3:mulliken_charge:R:1 method="wB97M-V/def2-TZVPD" spin_multiplicity=1 smiles="C[N+](=O)[O-].C[N+](=O)[O-].C[N+](=O)[O-].C[N+](=O)[O-].C[N+](=O)[O-].C[N+](=O)[O-]" molar_mass_g_mol=366.24
C -0.55 0.11 -0.29 -0.7902
N -0.85 1.25 -1.16 1.0817
O -1.57 2.15 -0.73 -0.6088
O -0.37 1.22 -2.26 -0.5499
H -0.02 -0.60 -0.93 0.2984
H -1.41 -0.39 0.16 0.3364
H 0.21 0.30 0.46 0.2455
C 0.23 4.54 0.20 -0.6148
N 1.70 4.31 -0.16 0.8493
O 2.56 4.94 0.42 -0.5508
O 1.91 3.43 -0.95 -0.4743
H -0.11 3.65 0.73 0.1883
H -0.40 4.61 -0.68 0.2646
H 0.28 5.47 0.77 0.3289
C -3.12 -3.79 2.49 -0.7807
N -2.31 -2.81 1.73 0.9303
O -2.71 -1.66 1.80 -0.5450
O -1.36 -3.14 1.09 -0.4888
H -2.82 -4.81 2.28 0.3077
H -4.18 -3.57 2.39 0.2979
H -2.84 -3.51 3.50 0.2786
C 1.92 2.73 -4.19 -0.5925
N 2.26 4.07 -4.62 0.8658
O 1.93 5.00 -3.85 -0.5275
O 2.93 4.15 -5.62 -0.5444
H 2.44 2.65 -3.24 0.2109
H 2.29 2.10 -5.00 0.3261
H 0.84 2.74 -4.08 0.2620
C 0.27 -0.05 3.66 -0.7200
N -0.28 -0.84 4.80 0.8061
O -0.27 -0.46 5.99 -0.5015
O -0.61 -2.03 4.53 -0.4987
H 1.13 0.49 4.05 0.3440
H -0.52 0.59 3.29 0.3006
H 0.63 -0.81 2.97 0.2744
C -0.13 -4.93 -1.31 -0.7239
N 1.13 -4.10 -1.42 0.8852
O 1.04 -2.89 -1.58 -0.5242
O 2.16 -4.70 -1.45 -0.5179
H -0.35 -5.27 -0.29 0.2544
H -0.09 -5.83 -1.92 0.3176
H -0.98 -4.29 -1.55 0.2991


Version ii
42
Properties=species:S:1:pos:R:3:mulliken_charge:R:1 method="wB97M-V/def2-TZVPD" spin_multiplicity=1 smiles="C[N+](=O)[O-].C[N+](=O)[O-].C[N+](=O)[O-].C[N+](=O)[O-].C[N+](=O)[O-].C[N+](=O)[O-]" molar_mass_g_mol=366.24
C -1.19 0.47 -0.77 -0.8845
N -0.70 0.11 0.59 1.0468
O 0.50 -0.15 0.66 -0.6381
O -1.47 0.09 1.52 -0.5613
H -1.26 1.55 -0.76 0.3354
H -2.15 -0.01 -0.92 0.3718
H -0.49 0.12 -1.51 0.2361
C 3.16 -1.26 2.68 -0.8835
N 4.61 -1.17 3.01 1.0643
O 4.99 -0.08 3.39 -0.5638
O 5.28 -2.16 2.89 -0.5761
H 3.03 -2.10 2.00 0.2947
H 2.82 -0.33 2.24 0.2778
H 2.60 -1.52 3.57 0.3759
C 0.49 3.92 -4.91 -0.7099
N 0.96 3.02 -3.80 0.8418
O 2.08 2.60 -3.85 -0.5073
O 0.18 2.74 -2.92 -0.5012
H 0.50 3.34 -5.82 0.2783
H 1.24 4.70 -4.93 0.2917
H -0.47 4.35 -4.66 0.3120
C 2.49 0.11 -1.32 -0.6771
N 3.38 -0.75 -0.48 1.0296
O 4.16 -0.24 0.28 -0.5653
O 3.21 -1.95 -0.55 -0.5898
H 1.76 0.44 -0.58 0.3164
H 1.96 -0.56 -1.98 0.2981
H 3.06 0.93 -1.74 0.2770
C -2.02 -4.58 -1.63 -0.7076
N -2.56 -3.26 -1.23 0.8303
O -3.42 -3.18 -0.39 -0.5097
O -2.09 -2.29 -1.83 -0.4894
H -0.94 -4.54 -1.60 0.2935
H -2.44 -4.82 -2.60 0.2792
H -2.35 -5.28 -0.86 0.3040
C -3.63 1.52 4.48 -0.5965
N -4.77 1.88 3.62 0.8707
O -4.89 3.04 3.27 -0.5195
O -5.56 0.99 3.34 -0.5138
H -3.29 2.43 4.95 0.2995
H -2.89 1.03 3.85 0.1852
H -3.87 0.85 5.30 0.2844


Best to worst by energy: version ii, version i.


Version i
22
Properties=species:S:1:pos:R:3:mulliken_charge:R:1 method="wB97M-V/def2-TZVPD" spin_multiplicity=1 smiles="C[C@H]1CCC=CN2C[C@]12F" molar_mass_g_mol=141.19
C 1.24 1.21 -1.77 -1.7541
C 0.25 0.61 -0.75 0.6244
C -0.64 -0.58 -1.16 -1.1504
C -1.89 -0.78 -0.35 -0.3202
C -1.77 -0.71 1.15 -0.4201
C -0.66 -0.71 1.88 -0.3015
N 0.69 -0.68 1.54 -0.3242
C 1.50 0.53 1.87 -0.7081
C 1.11 0.03 0.40 0.4768
F 2.25 -0.65 -0.19 -0.3523
H 1.98 0.51 -2.27 0.2903
H 1.74 2.05 -1.50 0.4844
H 0.75 1.54 -2.68 0.4562
H -0.50 1.42 -0.48 0.2427
H -0.07 -1.49 -1.32 0.3749
H -0.85 -0.46 -2.18 0.4804
H -2.30 -1.89 -0.60 0.2774
H -2.66 -0.10 -0.72 0.2978
H -2.79 -0.90 1.62 0.2702
H -0.76 -0.53 2.93 0.4047
H 2.49 0.34 2.19 0.2845
H 0.90 1.23 2.37 0.3662


Version ii
22
Properties=species:S:1:pos:R:3:mulliken_charge:R:1 method="wB97M-V/def2-TZVPD" spin_multiplicity=1 smiles="CC(C)[C@H]1N=CC=C[C@H]1F" molar_mass_g_mol=141.19
C 0.46 2.46 0.39 -1.4429
C 0.14 1.29 -0.57 0.9249
C 1.08 1.15 -1.72 -1.6588
C 0.07 0.04 0.31 -0.3622
N -1.14 0.06 1.15 -0.5040
C -1.54 -0.98 1.71 -0.1243
C -1.03 -2.30 1.43 -0.4695
C -0.31 -2.52 0.32 -0.5174
C 0.10 -1.40 -0.55 0.1299
F -0.85 -1.44 -1.50 -0.3129
H -0.51 2.76 0.72 0.3450
H 0.97 3.25 -0.10 0.4352
H 1.03 2.06 1.22 0.3682
H -0.96 1.32 -1.07 0.1980
H 1.99 0.80 -1.49 0.4433
H 1.21 2.12 -2.30 0.3480
H 0.61 0.29 -2.35 0.3192
H 0.97 -0.09 0.84 0.4171
H -2.19 -0.82 2.66 0.3031
H -1.45 -3.17 1.89 0.3927
H 0.21 -3.43 -0.02 0.3436
H 1.13 -1.44 -0.96 0.4237


Best to worst by energy: version ii, version i.


Version i
21
Properties=species:S:1:pos:R:3:mulliken_charge:R:1 method="wB97M-V/def2-TZVPD" spin_multiplicity=1 molar_mass_g_mol=107.99
B 0.16 0.88 0.75 0.2557
C -1.50 -0.14 0.07 0.7107
C -2.36 -0.57 -0.93 -1.0729
C -1.55 1.15 0.87 -0.9459
C -0.50 -1.25 0.79 -0.8612
C 1.00 -0.78 0.95 -0.0346
C 1.99 -1.00 -0.25 -1.2133
C 0.66 1.79 -0.43 -0.9154
H -2.23 -1.50 -1.38 0.3224
H -2.93 0.07 -1.50 0.3243
H -2.10 2.00 0.48 0.3663
H -1.89 0.89 1.89 0.2008
H -0.91 -1.24 1.80 0.2685
H -0.70 -2.20 0.39 0.4708
H 1.50 -0.99 1.93 0.4278
H 2.36 0.04 -0.58 0.1730
H 1.48 -1.37 -1.16 0.3248
H 2.87 -1.68 -0.01 0.3448
H 1.64 2.25 -0.63 0.2886
H -0.12 2.57 -0.77 0.1945
H 0.60 0.90 -1.17 0.3703


Version ii
21
Properties=species:S:1:pos:R:3:mulliken_charge:R:1 method="wB97M-V/def2-TZVPD" spin_multiplicity=1 smiles=B[C@H]1C[C@H]2CC[C@@H]1C2 molar_mass_g_mol=107.99
B 0.29 -0.18 -2.40 0.2577
C 0.86 -0.19 -0.96 -0.2949
C 0.76 1.24 -0.26 -0.9671
C 0.20 0.98 1.12 -0.2462
C -1.31 0.60 0.91 -1.0173
C -1.29 -0.86 0.28 -1.0224
C 0.19 -1.09 0.12 0.1862
C 0.81 -0.48 1.41 -1.2413
H -0.37 -1.17 -2.93 -0.0731
H 0.76 0.68 -3.01 -0.0892
H 1.80 -0.66 -1.19 0.2289
H 1.69 1.85 -0.45 0.2742
H -0.04 1.75 -0.68 0.4280
H 0.30 1.75 1.80 0.6645
H -2.06 1.26 0.56 0.4341
H -1.52 0.45 1.93 0.3908
H -1.77 -1.59 0.83 0.4337
H -1.58 -0.91 -0.76 0.3443
H 0.27 -2.10 -0.25 0.4691
H 1.80 -0.53 1.72 0.4407
H 0.21 -0.80 2.19 0.3997


Best to worst by energy: version ii, version i.


Version i
23
Properties=species:S:1:pos:R:3:mulliken_charge:R:1 method="wB97M-V/def2-TZVPD" spin_multiplicity=1 molar_mass_g_mol=141.24
C 0.64 1.78 -0.61 -0.1143
C 1.55 1.31 -1.67 -0.3382
S -1.19 -0.31 -2.74 -0.6895
C -0.08 0.75 0.32 0.5787
N 0.81 0.35 1.52 -0.4274
C 1.33 -1.06 1.28 -0.8989
H 0.32 1.46 -1.84 -0.0206
H 0.65 2.84 -0.20 0.3753
H 1.72 0.28 -2.02 0.3183
H 2.28 2.03 -2.17 0.2615
H -1.69 -0.12 -3.97 0.0622
H -0.35 -0.18 -0.21 -0.6215
H -1.11 1.22 0.66 0.2740
H 1.63 0.95 1.56 0.2915
H 1.24 -1.66 2.13 0.2913
H 0.88 -1.50 0.39 0.3403
H 2.37 -0.92 1.03 0.3743
H -0.98 -0.08 2.81 0.3123
H -1.88 -1.35 2.67 0.3192
O -1.52 -0.69 3.22 -0.6475
H -2.86 -2.11 -0.69 0.2856
H -1.73 -1.27 -1.14 0.2092
O -2.03 -1.71 -0.33 -0.5357


Version ii
23
Properties=species:S:1:pos:R:3:mulliken_charge:R:1 method="wB97M-V/def2-TZVPD" spin_multiplicity=1 molar_mass_g_mol=141.24
C 1.17 -1.19 -0.31 -0.3861
C 1.69 -0.65 -1.46 -0.2624
S 2.59 1.49 0.66 -0.6418
C 0.08 -0.44 0.37 0.7821
N -1.25 -0.86 -0.15 -0.4474
C -2.16 0.25 -0.37 -0.8872
H 2.20 -0.37 -0.33 0.0210
H 1.36 -2.23 -0.04 0.4605
H 1.16 0.15 -1.96 0.2195
H 2.37 -1.28 -2.00 0.3230
H 3.07 2.70 0.34 0.0638
H 0.25 0.61 0.15 -0.5940
H 0.14 -0.60 1.45 0.2821
H -1.16 -1.49 -0.94 0.2462
H -3.06 -0.05 -0.91 0.3476
H -2.46 0.63 0.60 0.3044
H -1.67 1.11 -0.83 0.2552
H -1.37 -2.11 1.15 0.5234
H -2.09 -2.45 2.46 0.3082
O -1.41 -2.78 1.86 -0.7105
H -0.02 3.93 0.24 0.2985
H 0.74 2.65 -0.05 0.1006
O -0.17 2.99 0.06 -0.6064


Version iii
23
Properties=species:S:1:pos:R:3:mulliken_charge:R:1 method="wB97M-V/def2-TZVPD" spin_multiplicity=1 smiles=CNCCCS.O.O molar_mass_g_mol=141.24
C 0.90 2.58 2.94 -0.7800
N 1.07 1.25 2.34 -0.3771
C -0.14 0.80 1.61 -0.7219
C -0.13 1.59 0.29 -0.1108
C -1.47 1.58 -0.40 -0.8269
S -1.97 3.01 -1.47 -0.2141
H 1.88 2.83 3.34 0.3395
H 0.17 2.52 3.76 0.2394
H 0.46 3.37 2.34 0.2585
H 1.94 1.08 1.83 0.2612
H -1.11 0.91 2.12 0.3495
H 0.04 -0.28 1.62 0.2625
H 0.72 1.12 -0.26 0.2097
H 0.17 2.61 0.50 0.3449
H -2.20 1.59 0.39 0.2807
H -1.69 0.67 -0.98 0.3773
H -1.44 2.54 -2.57 0.1079
O 0.05 -5.62 -0.91 -0.6340
H 0.93 -5.42 -0.57 0.3238
H 0.24 -5.84 -1.82 0.3111
O 2.79 -6.05 -2.29 -0.6354
H 2.75 -5.60 -3.14 0.3204
H 3.61 -5.74 -1.91 0.3139


Best to worst by energy: version iii, version ii, version i.